Record 1
# C27H41BrN4O4PRe

A molecular structure, C27H41BrN4O4PRe (the ωB97M-V functional and the def2-TZVPD basis, the OMol25 dataset).

Each line ends with the Löwdin spin population.
Positions of all 79 atoms, in Å:
Re  -0.794  0.607  1.178  0.895
N  1.439  0.795  1.418  0.008
C  2.070  1.654  0.372  0.002
C  3.372  1.033  -0.157  0.000
C  4.066  1.851  -1.265  0.000
C  3.840  1.237  -2.656  0.000
N  4.518  1.962  -3.712  0.000
C  3.991  2.918  -4.481  0.000
N  2.811  3.461  -4.215  0.000
N  4.677  3.332  -5.544  0.000
C  1.029  1.908  -0.763  0.006
O  1.317  2.532  -1.754  0.014
O  -0.133  1.399  -0.544  0.034
H  1.633  1.202  2.336  0.003
H  1.918  -0.112  1.421  0.000
H  2.297  2.641  0.789  0.000
H  3.167  0.025  -0.527  0.000
H  4.057  0.938  0.689  0.000
H  5.141  1.872  -1.079  0.000
H  3.711  2.880  -1.252  0.000
H  2.776  1.195  -2.891  0.000
H  4.227  0.215  -2.657  0.000
H  5.473  1.690  -3.899  0.000
H  2.252  3.217  -3.409  0.000
H  2.431  4.152  -4.843  0.000
H  5.539  2.897  -5.827  0.000
H  4.336  4.076  -6.133  0.000
Br  -1.551  1.552  3.487  0.000
C  -2.460  3.072  2.686  0.004
C  -2.214  4.322  3.225  -0.001
C  -2.825  5.424  2.644  0.000
C  -3.681  5.270  1.565  -0.003
C  -3.952  4.008  1.063  0.001
C  -3.335  2.894  1.623  -0.001
C  -3.718  1.536  1.041  0.001
O  -4.864  1.307  0.776  0.006
O  -2.738  0.713  0.862  0.007
H  -1.562  4.439  4.077  0.000
H  -2.627  6.405  3.049  0.000
H  -4.148  6.132  1.117  0.000
H  -4.644  3.870  0.246  0.000
C  -3.806  -2.062  0.248  0.000
C  -2.663  -2.560  1.109  0.000
C  -2.523  -4.078  1.030  -0.001
C  -2.869  -2.163  2.567  0.003
P  -0.997  -1.794  0.527  -0.011
C  0.230  -2.650  1.562  -0.001
C  0.373  -2.180  2.876  0.018
C  1.091  -2.900  3.810  0.002
C  1.702  -4.093  3.446  0.000
C  1.621  -4.533  2.133  0.000
C  0.882  -3.828  1.198  -0.001
C  -0.677  -1.987  -1.356  0.001
C  -1.520  -0.950  -2.095  0.000
C  -1.017  -3.380  -1.878  -0.001
C  0.811  -1.688  -1.553  0.000
H  -4.751  -2.358  0.701  0.000
H  -3.786  -2.481  -0.752  0.000
H  -3.822  -0.973  0.185  0.000
H  -3.434  -4.518  1.434  0.000
H  -1.692  -4.443  1.629  0.000
H  -2.425  -4.443  0.014  0.000
H  -3.772  -2.643  2.938  0.000
H  -3.005  -1.089  2.674  0.002
H  -2.054  -2.502  3.202  0.000
H  -0.112  -1.249  3.166  0.013
H  1.147  -2.557  4.831  0.000
H  2.234  -4.675  4.182  0.000
H  2.121  -5.442  1.840  0.000
H  0.809  -4.213  0.195  0.000
H  -2.571  -1.218  -2.117  0.000
H  -1.184  -0.891  -3.128  0.000
H  -1.422  0.043  -1.661  0.000
H  -2.087  -3.560  -1.892  0.000
H  -0.515  -4.181  -1.343  0.000
H  -0.688  -3.447  -2.915  0.000
H  1.040  -0.686  -1.196  0.000
H  1.042  -1.733  -2.617  0.000
H  1.447  -2.409  -1.046  0.000

Properties
DFT total energy = -124251.95620 eV
Total charge = +3
HOMO-LUMO gap (alpha / beta) = 5.803 / 6.238 eV
2S+1 = 2


Record 2
# C27H41BrN5OSiSr

A molecular structure, C27H41BrN5OSiSr (the ωB97M-V functional and the def2-TZVPD basis, the OMol25 dataset).

Each line ends with the Mulliken charge.
Positions of all 77 atoms, in Å:
Sr  -0.222  -0.682  0.761  1.540
O  6.408  -2.970  0.379  -0.571
C  5.181  -2.485  0.052  1.152
C  4.352  -1.862  0.973  -0.641
C  3.123  -1.390  0.552  0.089
N  2.694  -1.527  -0.719  0.112
C  3.506  -2.128  -1.551  0.029
Br  2.868  -2.312  -3.358  -0.218
C  4.759  -2.631  -1.264  -0.718
H  6.558  -2.814  1.318  0.310
H  4.638  -1.740  2.011  0.220
H  2.438  -0.898  1.258  -0.099
H  5.378  -3.111  -2.007  0.438
C  -3.286  3.784  0.158  -1.232
C  -3.818  2.441  -0.268  0.774
C  -4.938  2.334  -1.082  -0.843
C  -5.426  1.051  -1.332  -0.515
C  -4.764  -0.046  -0.835  -0.555
C  -3.538  0.127  -0.136  0.050
N  -3.148  1.387  0.192  -0.226
N  -2.737  -0.883  0.273  -0.388
Si  -2.373  -2.160  -0.745  0.731
C  -3.162  -2.244  -2.477  -1.364
C  -2.687  -3.842  0.036  -1.280
C  -0.535  -2.454  -1.331  -0.618
H  -3.746  4.597  -0.404  0.354
H  -2.202  3.824  0.034  0.233
H  -3.485  3.939  1.220  0.285
H  -5.437  3.216  -1.461  0.366
H  -6.340  0.917  -1.901  0.396
H  -5.164  -1.042  -0.962  0.498
H  -3.191  -1.276  -2.986  0.272
H  -4.189  -2.615  -2.445  0.377
H  -2.586  -2.942  -3.086  0.512
H  -3.736  -3.947  0.328  0.266
H  -2.083  -3.960  0.941  0.315
H  -2.437  -4.654  -0.651  0.349
H  -0.683  -2.425  -2.412  0.310
H  -0.395  -3.505  -1.067  0.158
H  0.443  -1.982  -1.178  -0.146
C  2.727  -1.284  4.126  -1.546
C  1.190  -1.047  4.077  1.365
C  0.907  0.200  4.964  -1.664
C  0.541  -2.267  4.784  -1.787
N  0.716  -0.876  2.761  -1.593
H  3.130  -1.326  5.150  0.484
H  3.221  -0.469  3.589  0.257
H  2.956  -2.230  3.625  0.233
H  0.916  -0.021  6.041  0.415
H  -0.072  0.596  4.689  0.242
H  1.653  0.977  4.769  0.348
H  0.894  -2.410  5.817  0.383
H  0.760  -3.166  4.202  0.348
H  -0.543  -2.132  4.795  0.331
C  -1.056  1.061  -1.868  0.127
N  -0.166  1.371  -3.024  0.029
C  -0.537  2.660  -3.645  -0.901
C  1.320  1.318  -2.599  -0.388
C  1.576  2.154  -1.382  -0.331
C  1.978  3.484  -1.566  -0.585
C  2.084  4.322  -0.469  -0.566
C  1.785  3.808  0.791  -0.675
C  1.426  2.474  0.946  -0.794
C  1.313  1.563  -0.127  1.081
H  -2.078  0.917  -2.209  0.699
H  -0.988  1.869  -1.151  0.114
H  -0.622  0.165  -1.443  -0.554
H  -0.290  0.628  -3.709  0.355
H  -0.348  3.443  -2.914  0.402
H  -1.593  2.637  -3.907  0.292
H  0.075  2.825  -4.529  0.353
H  1.872  1.631  -3.488  0.639
H  1.512  0.265  -2.385  -0.383
H  2.218  3.860  -2.560  0.375
H  2.398  5.352  -0.589  0.380
H  1.849  4.456  1.659  0.406
H  1.238  2.103  1.952  0.387

Properties
Energy above the lowest of the compared OMol25 structures with the same formula, charge and spin = 2.398 eV
DFT total energy = -116916.25455 eV
Total charge = -1
HOMO-LUMO gap = 3.199 eV
2S+1 = 1